Density functional theory data (ωB97M-V/def2-TZVPD) for a structure of composition C32H45NOOsPS4Si.

Last column: Mulliken charge in e.
Cartesian coordinates (Å):
Os -0.9426 -0.5210 0.7004  0.32
S -0.8050 -0.3393 3.0110  -0.07
S -0.4472 -2.1842 3.8091  0.00
S -0.7351 -3.5926 2.3957  0.15
S -1.8135 -2.8673 0.8959  -0.14
C -4.3783 -0.2528 2.2802  -1.31
C -3.7856 1.1539 2.1546  0.98
C -4.9264 2.1739 2.0926  -1.81
P -2.5148 1.2991 0.8212  -1.39
C -3.3240 1.5772 -0.8108  0.70
C -4.0480 2.9061 -1.0315  -1.48
C -4.2419 0.3984 -1.1505  -1.51
C -1.4645 2.7708 1.2143  1.12
C -0.5819 3.1166 0.0109  -1.43
C -2.1615 4.0126 1.7692  -1.76
H -4.9452 -0.3166 3.2101  0.50
H -3.6222 -1.0339 2.2971  0.14
H -5.0685 -0.4620 1.4622  0.23
H -3.1865 1.3484 3.0520  0.61
H -5.6282 1.9194 1.2978  0.32
H -4.5971 3.1996 1.9447  0.36
H -5.4803 2.1357 3.0319  0.48
H -2.4702 1.5529 -1.4950  0.37
H -4.9142 3.0192 -0.3833  0.21
H -4.4057 2.9393 -2.0626  0.49
H -3.3962 3.7654 -0.8882  0.30
H -5.1623 0.4404 -0.5677  0.33
H -3.7757 -0.5720 -0.9657  0.32
H -4.5256 0.4464 -2.2035  0.39
H -0.8183 2.3850 2.0118  0.29
H -1.1630 3.5818 -0.7858  0.34
H -0.0745 2.2425 -0.4051  0.21
H 0.1890 3.8261 0.3130  0.50
H -2.8698 4.4480 1.0651  0.23
H -1.4032 4.7690 1.9794  0.52
H -2.6828 3.8086 2.7037  0.41
N -1.1475 -0.6450 -1.3442  -0.70
C -1.2231 -0.7897 -2.4799  0.62
C -1.3428 -0.9385 -3.8975  0.43
C -2.6098 -1.1099 -4.4560  -0.57
C -2.7202 -1.2541 -5.8268  -0.71
C -1.5805 -1.2258 -6.6212  -0.38
C -0.3238 -1.0551 -6.0557  -0.75
C -0.1931 -0.9090 -4.6860  -0.25
H -3.4856 -1.1371 -3.8219  0.49
H -3.6937 -1.3912 -6.2765  0.42
H -1.6737 -1.3386 -7.6930  0.41
H 0.5568 -1.0361 -6.6826  0.43
H 0.7761 -0.7754 -4.2273  0.50
C 4.6326 -1.2347 -1.3320  -1.87
C 3.1096 -1.1100 -1.2205  2.16
C 2.4319 -2.2296 -2.0211  -1.50
C 2.6976 0.2386 -1.8306  -1.54
Si 2.5312 -1.1261 0.5780  -0.90
O 0.8668 -1.1162 0.5466  1.82
C 3.0644 -2.6078 1.5864  0.99
C 2.9295 -2.4966 2.9757  -0.42
C 3.2662 -3.5394 3.8239  -0.85
C 3.7625 -4.7238 3.2968  -0.55
C 3.9170 -4.8552 1.9256  -0.85
C 3.5682 -3.8086 1.0826  -0.29
C 3.1302 0.3934 1.4877  0.21
C 4.4483 0.4560 1.9500  -0.11
C 4.9297 1.5838 2.5968  -0.83
C 4.0959 2.6735 2.8085  -0.69
C 2.7824 2.6305 2.3659  -0.46
C 2.3138 1.5010 1.7097  0.43
H 4.9265 -1.2691 -2.3860  0.54
H 5.0194 -2.1361 -0.8534  0.32
H 5.1345 -0.3764 -0.8817  0.36
H 2.7289 -2.1714 -3.0743  0.50
H 1.3424 -2.1577 -1.9669  0.09
H 2.7042 -3.2253 -1.6703  0.19
H 3.0095 0.2891 -2.8798  0.52
H 3.1676 1.0767 -1.3116  0.36
H 1.6146 0.3900 -1.7928  0.04
H 2.5677 -1.5681 3.4048  0.62
H 3.1549 -3.4261 4.8949  0.42
H 4.0363 -5.5386 3.9545  0.41
H 4.3112 -5.7737 1.5103  0.43
H 3.6967 -3.9451 0.0165  0.13
H 5.1074 -0.3961 1.8206  0.46
H 5.9531 1.6099 2.9480  0.42
H 4.4684 3.5497 3.3231  0.39
H 2.1261 3.4750 2.5390  0.46
H 1.2844 1.4752 1.3697  -0.24

- relative energy (zero: lowest compared OMol25 entry of this formula, charge and spin) (kcal/mol) = 0.0
- electronic energy (eV) = -100424.0687
- HOMO level (alpha / beta) (eV) = -10.385 / -10.967
- total charge = +1
- spin multiplicity = 5
- ⟨S²⟩ = 6.021
- frontier orbital gap (alpha / beta) (eV) = 7.64 / 6.06

---

Density functional theory data (ωB97M-V/def2-TZVPD) for a structure of composition C32H46AuNO5S2Se.

Last column: Mulliken charge in e.
Cartesian coordinates (Å):
Au 0.0232 -1.9053 -2.1116  0.87
C -3.3755 3.3783 1.7706  -1.52
C -3.5654 3.4243 0.2456  1.87
C -5.0480 3.6522 -0.0845  -1.75
C -2.7666 4.5970 -0.3280  -1.92
C -3.1038 2.0879 -0.3235  -0.83
C -1.9222 1.9505 -1.0376  -0.68
C -1.5376 0.7141 -1.5097  0.43
Se 0.0502 0.6392 -2.6154  -0.17
C 1.5676 0.6244 -1.3914  0.50
C 1.9116 1.8112 -0.8115  -0.82
C 3.0583 1.9068 -0.0084  -0.65
C 3.8205 0.7495 0.1916  -0.24
C 3.5375 -0.4693 -0.3734  -0.30
C 2.3917 -0.5549 -1.2649  1.71
O 2.1656 -1.5980 -1.9556  -1.07
C 4.4122 -1.6922 -0.0952  2.37
C 3.5780 -2.9026 0.3632  -1.64
C 5.1813 -2.0498 -1.3809  -1.72
C 5.4243 -1.4068 1.0181  -2.20
C 3.4539 3.2005 0.6710  2.00
C 3.2017 3.0336 2.1799  -1.54
C 4.9406 3.5025 0.4244  -1.79
C 2.6358 4.3968 0.1731  -2.17
C -2.3206 -0.4686 -1.3317  1.94
O -2.0698 -1.5561 -2.0027  -1.12
C -3.4589 -0.3451 -0.4676  0.02
C -3.8269 0.9249 -0.0636  -0.35
C -4.3050 -1.5157 0.0681  2.12
C -5.6645 -1.5184 -0.6482  -1.82
C -4.5295 -1.2966 1.5800  -1.87
C -3.6779 -2.9061 -0.1019  -1.82
H -3.6291 4.3414 2.2215  0.45
H -4.0076 2.6082 2.2147  0.33
H -2.3408 3.1333 2.0168  0.29
H -5.3660 4.6334 0.2746  0.47
H -5.2075 3.6104 -1.1637  0.38
H -5.6867 2.9022 0.3811  0.31
H -3.1903 5.5399 0.0214  0.45
H -1.7227 4.5651 -0.0104  0.20
H -2.8043 4.5913 -1.4192  0.41
H -1.2832 2.7994 -1.2391  0.34
H 1.2851 2.6703 -1.0040  0.36
H 4.6697 0.8228 0.8555  0.42
H 2.8007 -3.1538 -0.3496  0.15
H 4.2349 -3.7660 0.4895  0.60
H 3.0975 -2.6709 1.3112  0.31
H 4.4884 -2.3130 -2.1778  0.27
H 5.7924 -1.2057 -1.7082  0.34
H 5.8418 -2.8989 -1.1947  0.48
H 4.9150 -1.0782 1.9258  0.46
H 5.9613 -2.3282 1.2462  0.44
H 6.1569 -0.6528 0.7227  0.36
H 3.8402 2.2593 2.6072  0.33
H 3.4038 3.9769 2.6908  0.47
H 2.1664 2.7436 2.3666  0.33
H 5.5893 2.7588 0.8879  0.33
H 5.1587 3.5295 -0.6448  0.37
H 5.1893 4.4755 0.8498  0.49
H 1.5833 4.3062 0.4477  0.41
H 3.0180 5.3086 0.6325  0.45
H 2.7098 4.5123 -0.9102  0.42
H -4.7242 1.0045 0.5382  0.20
H -6.1781 -0.5619 -0.5334  0.33
H -5.5401 -1.7156 -1.7146  0.34
H -6.3001 -2.2989 -0.2208  0.46
H -5.3093 -0.5565 1.7703  0.43
H -4.8461 -2.2323 2.0456  0.46
H -3.6047 -0.9553 2.0422  0.26
H -3.6223 -3.1852 -1.1494  0.27
H -2.6722 -2.9314 0.3137  0.24
H -4.2959 -3.6438 0.4174  0.53
S 1.0844 -6.3678 -2.9274  -0.13
C -0.5856 -6.2355 -2.5499  -0.25
C -0.9554 -4.9325 -2.5309  -0.44
N 0.0578 -4.0562 -2.8160  -0.20
C 1.1855 -4.6639 -3.0381  -0.20
H -1.1875 -7.1086 -2.3640  0.44
H -1.9391 -4.5403 -2.3222  0.27
H 2.1027 -4.1403 -3.2644  0.43
C -0.0845 -2.5292 2.8069  -1.21
S 0.1941 -1.3031 1.5267  1.03
O 1.5393 -0.7964 1.7430  -0.53
O -0.8335 -0.2957 1.6839  -0.62
O 0.0703 -2.1112 0.2840  -0.38
H 0.2186 -2.0910 3.7550  0.39
H 0.5223 -3.4003 2.5704  0.34
H -1.1423 -2.7810 2.8131  0.28

- relative energy (zero: lowest compared OMol25 entry of this formula, charge and spin) (kcal/mol) = 12.4
- electronic energy (eV) = -136365.6079
- HOMO level (alpha / beta) (eV) = -7.287 / -7.265
- total charge = 0
- spin multiplicity = 3
- ⟨S²⟩ = 2.038
- frontier orbital gap (alpha / beta) (eV) = 7.62 / 4.78

---

What is the spin multiplicity in the first record?
5